Molecular formula: C14H9AuBr2NOSTe
Method: DFT, wB97M-V/def2-TZVPD

The geometry in XYZ format:
```
30
C14H9AuBr2NOSTe, DFT wB97M-V/def2-TZVPD
Au 1.23 -1.86 -0.47
C -2.27 -1.94 -1.63
C -1.66 -0.57 -1.80
C -2.45 0.59 -1.79
C -1.84 1.81 -1.89
C -0.44 1.90 -2.03
C 0.29 3.10 -2.11
Br -0.62 4.79 -2.10
C 1.66 3.10 -2.17
C 2.35 1.90 -2.19
Br 4.25 1.94 -2.27
C 1.74 0.62 -2.15
O 2.38 -0.46 -2.17
C 0.28 0.68 -2.05
N -0.35 -0.51 -1.93
H -3.35 -1.89 -1.60
H -1.90 -2.37 -0.69
H -1.95 -2.60 -2.44
H -3.52 0.51 -1.68
H -2.43 2.72 -1.87
H 2.20 4.03 -2.20
Te 1.51 -0.19 1.50
C 1.10 -1.29 3.24
C 0.12 -1.04 4.15
C 0.15 -1.90 5.29
C 1.17 -2.79 5.23
S 2.10 -2.58 3.79
H -0.63 -0.28 3.99
H -0.56 -1.86 6.10
H 1.44 -3.57 5.93
```

F_max (eV/A): 0.5
E_LUMO (eV): 2.42
Gap between HOMO and LUMO (eV): 6.4
Net charge: -1
Relative energy (zero: lowest compared OMol25 entry of this formula, charge and spin) (kcal per mole): 28.9